{
  "formula": "C64H49BrF5N8O2PS2Ti",
  "method": "wB97M-V/def2-TZVPD",
  "total_energy_ev": -220875.528,
  "charge": 2,
  "elements": ["Ti", "C", "N", "C", "N", "C", "C", "C", "C", "C", "C", "C", "C", "C", "C", "C", "C", "C", "C", "P", "C", "N", "C", "C", "N", "C", "C", "C", "C", "C", "C", "C", "C", "C", "C", "C", "C", "C", "C", "N", "C", "C", "N", "C", "C", "C", "C", "C", "C", "C", "C", "C", "C", "C", "C", "C", "H", "H", "H", "H", "H", "H", "H", "H", "H", "H", "H", "H", "H", "H", "H", "H", "H", "H", "H", "H", "H", "H", "H", "H", "H", "H", "H", "H", "H", "H", "H", "H", "H", "H", "H", "H", "H", "H", "H", "F", "C", "C", "F", "C", "F", "C", "S", "C", "F", "C", "F", "Br", "C", "C", "C", "C", "C", "C", "C", "O", "O", "H", "H", "H", "H", "S", "C", "N", "C", "C", "N", "H", "H", "H", "H", "H", "H"],
  "positions_angstrom": [[0.695408, 0.036536, -0.683882], [-2.398612, -4.197133, -1.739507], [-1.250122, -3.484073, -1.246042], [-1.202377, -2.188542, -0.873639], [0.033645, -1.870503, -0.453853], [0.808721, -2.991524, -0.645744], [0.001805, -4.012097, -1.109812], [0.362930, -5.413879, -1.293912], [0.104460, -6.100328, -2.476788], [0.482794, -7.425585, -2.595832], [1.114455, -8.068883, -1.545238], [1.388088, -7.382042, -0.372987], [1.022028, -6.057794, -0.247828], [2.266872, -3.062580, -0.552837], [2.961899, -3.781528, -1.530518], [4.332136, -3.929425, -1.439413], [5.025167, -3.365907, -0.378796], [4.344805, -2.642680, 0.585434], [2.972992, -2.483021, 0.496666], [-2.712250, -1.151145, -1.036344], [-2.751839, -0.672872, 0.717971], [-1.731210, -0.075470, 1.319182], [-2.146756, 0.161146, 2.596655], [-3.433473, -0.332187, 2.766135], [-3.801336, -0.854860, 1.560201], [-5.096179, -1.383080, 1.220740], [-4.266866, -0.305206, 3.961751], [-4.352747, 0.872473, 4.702453], [-5.096719, 0.907483, 5.865411], [-5.747310, -0.232655, 6.310249], [-5.673410, -1.404327, 5.575591], [-4.937769, -1.443062, 4.405763], [-1.359886, 0.846242, 3.628969], [-0.932809, 2.156726, 3.439178], [-0.203919, 2.801323, 4.421142], [0.110308, 2.146169, 5.599872], [-0.329421, 0.849022, 5.803775], [-1.067204, 0.203697, 4.828024], [-2.015266, 0.450541, -1.610467], [-0.892472, 1.072520, -1.230057], [-0.836200, 2.257572, -1.930009], [-1.952583, 2.339259, -2.744039], [-2.676474, 1.198408, -2.512606], [-3.924747, 0.844131, -3.135238], [-2.346043, 3.427996, -3.633530], [-2.727644, 3.209100, -4.956007], [-3.022233, 4.286856, -5.772873], [-2.935223, 5.580566, -5.285847], [-2.557442, 5.801598, -3.970953], [-2.263260, 4.733410, -3.148662], [0.306732, 3.153881, -1.763578], [0.936377, 3.223794, -0.516062], [2.068345, 4.005454, -0.346306], [2.573241, 4.733741, -1.412065], [1.928314, 4.700050, -2.639713], [0.806099, 3.913954, -2.823560], [-3.284196, -3.938855, -1.158425], [-2.569608, -3.947980, -2.789378], [-2.215917, -5.268304, -1.645161], [-0.360957, -5.588167, -3.305526], [0.295887, -7.951073, -3.517882], [1.395311, -9.104892, -1.639850], [1.892403, -7.878506, 0.439049], [1.226049, -5.511082, 0.660769], [2.420764, -4.217056, -2.357322], [4.859235, -4.481171, -2.202831], [6.094120, -3.488506, -0.309002], [4.883801, -2.197729, 1.405159], [2.429321, -1.949175, 1.262362], [-5.853989, -0.866810, 1.811891], [-5.284352, -1.218613, 0.158986], [-5.162569, -2.454840, 1.421861], [-3.839856, 1.756400, 4.355487], [-5.162256, 1.828031, 6.423325], [-6.302041, -0.209807, 7.233839], [-6.179655, -2.295911, 5.913951], [-4.856571, -2.370358, 3.858124], [-1.196251, 2.672355, 2.527094], [0.108217, 3.822174, 4.270195], [0.687060, 2.645816, 6.362275], [-0.111747, 0.340702, 6.730598], [-1.432151, -0.798740, 5.001907], [-4.373218, 1.735674, -3.568068], [-3.756754, 0.101414, -3.918095], [-4.613147, 0.439078, -2.393060], [-2.767966, 2.206713, -5.357051], [-3.297871, 4.114872, -6.801485], [-3.157446, 6.418827, -5.925642], [-2.472737, 6.804685, -3.586714], [-1.978075, 4.895103, -2.120990], [0.473295, 2.747361, 0.346163], [2.546402, 4.050757, 0.620369], [3.467079, 5.322974, -1.282760], [2.308169, 5.277689, -3.467622], [0.327623, 3.864355, -3.788686], [5.829204, 4.133192, -4.225391], [5.204437, 3.311330, -3.389989], [5.767716, 3.013856, -2.145963], [6.927970, 3.561319, -1.800639], [5.109035, 2.158523, -1.271626], [5.633691, 1.905729, -0.072566], [3.882397, 1.567173, -1.609030], [3.113801, 0.472002, -0.500647], [3.334705, 1.910933, -2.841933], [2.093473, 1.430791, -3.128746], [3.971743, 2.759803, -3.733747], [3.400125, 3.050034, -4.903491], [5.108259, -2.356644, -5.119843], [3.272338, -1.954547, -5.404523], [2.730399, -2.010053, -6.682060], [1.395900, -1.686741, -6.873541], [0.603178, -1.330223, -5.797577], [1.148108, -1.310692, -4.515893], [2.495792, -1.605158, -4.315745], [0.327181, -0.977177, -3.335899], [-0.894083, -1.115710, -3.292686], [0.991489, -0.562028, -2.296997], [3.346379, -2.317540, -7.512060], [0.970623, -1.706614, -7.864455], [-0.428475, -1.050580, -5.937369], [2.920984, -1.572257, -3.318989], [1.214259, 0.822368, 1.723513], [1.462780, -0.396849, 2.837941], [2.425734, -0.401975, 3.752461], [2.455603, -1.635420, 4.510138], [1.224429, -2.396105, 3.970888], [0.759955, -1.542086, 2.888661], [3.122869, 0.318945, 3.829541], [2.387925, -1.434016, 5.580020], [3.383685, -2.177688, 4.312004], [0.454067, -2.525924, 4.734573], [1.494697, -3.375326, 3.567110], [-0.170391, -1.593252, 2.498245]],
  "forces_ev_per_a": [[1.70, 1.03, 2.43], [-0.69, -0.33, -0.24], [0.40, 0.76, 0.37], [-0.63, 0.00, -0.06], [-0.46, -0.64, 0.10], [-0.15, -0.70, -0.36], [0.75, 0.46, 0.39], [-0.07, -0.28, -0.02], [0.08, 0.10, 0.16], [0.00, -0.04, -0.12], [0.00, 0.00, 0.00], [0.07, -0.04, -0.01], [-0.22, 0.01, -0.05], [0.30, -0.01, 0.22], [-0.03, 0.21, 0.11], [-0.03, 0.00, -0.13], [0.00, 0.05, 0.06], [0.00, 0.00, -0.02], [-0.18, -0.37, 0.02], [0.57, 0.23, 0.58], [0.11, 0.02, -0.15], [-0.51, -0.20, -0.27], [-0.54, -0.30, 0.08], [0.51, 0.17, 0.05], [0.49, 0.26, 0.02], [-0.59, -0.25, -0.15], [-0.26, -0.02, 0.21], [-0.09, -0.08, -0.14], [0.03, 0.02, 0.05], [0.00, 0.01, 0.03], [-0.05, -0.07, 0.04], [0.12, 0.09, -0.03], [0.07, 0.16, 0.18], [-0.22, -0.07, 0.16], [-0.02, 0.12, -0.03], [0.07, -0.02, 0.04], [0.03, -0.06, 0.11], [-0.03, 0.06, -0.12], [-0.62, -0.45, -0.08], [-0.83, 0.35, -0.45], [-0.39, 0.32, -0.71], [0.94, 0.32, 0.45], [0.72, -0.31, 0.81], [-0.70, -0.20, -0.29], [-0.13, 0.25, -0.11], [0.10, 0.05, 0.13], [0.00, 0.00, -0.12], [0.00, 0.00, 0.03], [0.08, 0.02, 0.00], [-0.18, -0.18, 0.00], [0.19, 0.27, 0.20], [-0.41, 0.00, -0.16], [0.15, 0.08, -0.06], [-0.10, -0.04, 0.32], [-0.22, 0.03, -0.07], [-0.03, -0.05, 0.17], [0.08, -0.04, -0.07], [-0.01, -0.05, 0.08], [-0.02, 0.18, 0.00], [-0.08, 0.03, -0.13], [-0.05, -0.10, -0.11], [0.06, -0.13, -0.03], [0.06, -0.09, 0.13], [0.05, 0.02, 0.10], [0.02, -0.05, -0.09], [0.06, -0.04, -0.06], [0.13, -0.01, 0.02], [0.11, 0.09, 0.13], [0.06, 0.01, -0.03], [0.05, -0.08, -0.12], [-0.04, 0.01, 0.12], [0.02, 0.10, 0.02], [0.03, 0.10, -0.01], [-0.02, 0.08, 0.11], [-0.13, 0.01, 0.10], [-0.04, -0.04, 0.07], [0.00, -0.10, -0.07], [0.01, 0.04, -0.12], [0.07, 0.14, -0.02], [0.03, 0.08, 0.09], [0.03, -0.03, 0.13], [-0.06, -0.13, 0.00], [0.06, -0.05, 0.04], [-0.03, 0.07, 0.05], [0.07, 0.03, -0.09], [0.02, -0.10, -0.04], [-0.06, -0.01, -0.10], [-0.04, 0.08, -0.12], [-0.06, 0.16, 0.03], [0.06, 0.07, 0.12], [0.07, 0.06, -0.15], [0.06, -0.01, 0.09], [0.07, 0.14, 0.02], [0.07, 0.07, -0.10], [0.00, 0.00, -0.13], [-0.12, -0.13, 0.12], [-0.14, -0.20, 0.24], [-0.19, -0.02, -0.13], [-0.11, -0.06, -0.04], [-0.47, -0.12, -0.16], [0.18, 0.06, -0.13], [0.07, 0.32, -0.90], [-0.43, -0.02, 0.33], [-0.16, -0.22, 0.15], [1.05, 0.48, -0.45], [0.05, -0.21, 0.09], [0.08, 0.04, 0.12], [-0.25, 0.03, -0.08], [0.17, -0.07, 0.06], [0.13, -0.10, 0.14], [-0.07, 0.07, 0.10], [-0.05, -0.03, 0.26], [0.36, 0.09, -0.05], [0.00, 0.04, 0.02], [-1.63, -0.86, -1.45], [0.83, 0.06, -0.48], [0.74, -0.09, -0.91], [0.07, 0.05, -0.10], [0.02, -0.02, -0.12], [-0.16, -0.05, -0.02], [0.02, 0.03, -0.07], [0.45, 0.42, -0.16], [-0.46, -0.57, -0.08], [-0.17, 0.12, -0.19], [0.12, -0.36, 0.38], [-0.01, -0.41, 0.09], [0.25, 0.24, 0.12], [-0.06, 0.07, -0.16], [-0.01, -0.06, -0.05], [-0.09, 0.03, 0.06], [0.05, 0.04, -0.06], [0.00, 0.04, 0.19], [0.13, 0.12, -0.08]],
  "lowdin_charge": [0.8632, -0.0021, -0.0306, -0.3965, 0.0223, -0.1459, -0.0992, -0.1964, -0.0377, -0.0549, -0.0542, -0.0494, -0.0183, -0.1843, -0.0251, -0.0504, -0.0484, -0.0737, -0.0966, 1.2313, -0.4380, 0.0987, -0.1890, -0.1077, -0.0492, -0.0109, -0.1776, -0.0175, -0.0526, -0.0607, -0.0627, -0.0380, -0.2414, -0.0904, -0.0693, -0.0672, -0.0680, -0.0511, -0.4016, 0.0042, -0.1262, -0.0775, -0.0256, -0.0017, -0.1841, -0.0337, -0.0563, -0.0537, -0.0497, -0.0290, -0.1730, -0.0821, -0.0505, -0.0525, -0.0518, -0.0169, 0.0839, 0.1122, 0.1033, 0.1198, 0.1131, 0.1136, 0.1127, 0.1214, 0.1241, 0.1095, 0.1143, 0.1103, 0.0677, 0.1103, 0.0737, 0.1005, 0.1208, 0.1128, 0.1116, 0.1116, 0.1100, 0.1146, 0.1117, 0.1103, 0.1105, 0.1206, 0.1029, 0.1119, 0.0832, 0.1155, 0.1131, 0.1138, 0.1144, 0.1252, 0.0473, 0.1218, 0.1207, 0.1248, 0.1300, 0.1492, -0.1243, -0.1306, 0.1450, -0.2260, 0.0979, -0.4618, 0.7787, -0.2127, 0.0605, -0.1563, 0.1319, 0.7738, -0.6472, -0.0893, -0.0448, -0.0007, -0.1252, -0.0648, -0.4580, 0.0624, -0.1929, 0.1115, 0.1166, 0.1189, 0.1045, 0.7404, -0.7699, 0.0697, -0.1019, -0.1066, 0.0341, 0.1601, 0.1241, 0.1248, 0.1177, 0.1195, 0.1231]
}